(1)
Computed, not measured: a structure of composition C4H7N2P, with ωB97M-V with the def2-TZVPD basis set.

Computed properties:
* LUMO energy: -0.063 hartree
* gap between HOMO and LUMO: 7.14 eV
* 2S+1: 1
* HOMO: -8.856 eV

Geometry (Å):
C (-2.3769, 1.1823, 1.4365)
C (-1.4029, 0.4716, 2.1316)
C (-1.3606, 0.2812, -0.0700)
C (2.2057, -0.2586, -1.2178)
N (-2.3105, 1.0821, 0.0965)
N (1.1247, -1.0062, -1.7411)
P (-0.2746, -0.4916, 1.0459)
H (-3.2117, 1.8351, 1.8923)
H (-1.4813, 0.4734, 3.1867)
H (1.7065, 0.7081, -0.8916)
H (2.6385, -0.9388, -0.4444)
H (2.9422, -0.2727, -1.9421)
H (0.4574, -1.4256, -1.0162)
H (1.3436, -1.6401, -2.4664)



(2)
Computed, not measured: an isolated molecule of C4H7N2P, with ωB97M-V with the def2-TZVPD basis set.

Computed properties:
* LUMO energy: 0.023 hartree
* gap between HOMO and LUMO: 8.71 eV
* SMILES: C=NPN=C=CC
* 2S+1: 1
* HOMO: -8.088 eV

Geometry (Å):
C (0.3532, -0.6212, -0.1740)
C (2.6846, -0.8348, 0.4604)
C (-2.2152, 1.7569, -0.3378)
C (1.5757, -0.2264, -0.3910)
N (-0.8250, -0.9452, -0.2915)
N (-2.8924, 0.7605, 0.0231)
P (-2.2344, -0.6732, 0.6472)
H (2.2790, -1.8519, 0.7172)
H (2.8307, -0.1821, 1.3590)
H (3.4823, -0.7681, -0.1860)
H (-2.8030, 2.6182, -0.3408)
H (-1.0331, 1.8577, -0.4592)
H (1.8534, 0.5890, -0.8978)
H (-3.0559, -1.4794, -0.1287)



(3)
Computed, not measured: an isolated molecule of C4H7N2P, with ωB97M-V with the def2-TZVPD basis set.

Computed properties:
* LUMO energy (spin up / spin down): -0.030 / -0.030 hartree
* gap between HOMO and LUMO (spin up / spin down): 6.11 / 6.14 eV
* 2S+1: 1
* HOMO (spin up / spin down): -6.932 / -6.942 eV

Geometry (Å):
C (-0.6698, -0.1779, -0.1416)
C (0.3802, 0.0735, 0.5547)
C (-1.5569, -1.2808, 0.4381)
C (1.7343, -0.0122, 1.1133)
N (-0.9907, 0.5643, -1.2675)
N (-0.1894, 1.4447, -1.8473)
P (1.2563, 2.2487, -1.6445)
H (-1.1181, -1.5423, 1.3562)
H (-1.7660, -2.0149, -0.3834)
H (-2.4605, -0.8658, 0.7778)
H (2.0792, 1.0295, 1.5948)
H (2.3335, -0.4027, 0.2280)
H (1.6713, -0.7751, 1.9522)
H (-0.7034, 1.7110, -2.7309)



Which of them is the least stable? Correct choice: (3).



(1)
Computed, not measured: a structure of composition C9H12N2O, with ωB97M-V with the def2-TZVPD basis set.

Computed properties:
* LUMO energy: 0.020 hartree
* gap between HOMO and LUMO: 9.57 eV
* 2S+1: 1
* HOMO: -9.027 eV

Geometry (Å):
C (3.1779, 1.6719, -0.7170)
C (2.9265, 0.1949, -0.2212)
C (1.0615, -1.0744, 0.8943)
C (-0.0043, -1.5855, 0.0917)
C (-1.1110, -0.6790, 0.0328)
C (-2.4207, -1.0520, -0.6667)
C (-3.4555, -0.1569, -0.7802)
C (-3.4490, 1.0697, -0.0232)
C (-2.1873, 1.2926, 0.7349)
H (3.8863, 1.5708, -1.3323)
H (3.0357, 2.5920, 0.2926)
H (2.3570, 2.0689, -1.0718)
H (1.1094, 0.7126, 0.1031)
H (1.8381, -1.7447, 1.2392)
H (0.9726, -0.8998, 2.1586)
H (0.1176, -1.5083, -0.9002)
H (-0.3423, -2.6390, 0.3172)
H (-2.3734, -1.9928, -1.3695)
H (-4.1610, -0.4242, -1.5003)
H (-4.3836, 2.0081, 0.1107)
H (-2.1152, 2.5641, 0.9603)
N (1.6541, 0.2017, 0.4555)
N (-1.0675, 0.5169, 0.6300)
O (3.5905, -0.6782, -0.3349)



(2)
Computed, not measured: an isolated molecule of C9H12N2O, with ωB97M-V with the def2-TZVPD basis set.

Computed properties:
* LUMO energy: 0.028 hartree
* gap between HOMO and LUMO: 8.32 eV
* SMILES: Cc1cc2n(c(=O)c1)CCN2C
* 2S+1: 1
* HOMO: -7.572 eV

Geometry (Å):
O (2.6216, -1.6808, 0.6543)
C (1.5368, -1.3535, 0.3157)
C (-0.6005, -0.1907, -0.9463)
C (1.0443, -2.0610, -0.8506)
C (-0.1441, 0.3261, 0.1917)
C (-0.0202, -1.4731, -1.5210)
N (0.7893, -0.3221, 0.8951)
N (-0.4952, 1.6150, 0.7580)
C (-0.5909, -2.2109, -2.6974)
C (-1.4578, 2.6749, 0.3015)
C (1.2527, 0.3732, 1.9581)
C (0.0558, 1.4493, 2.0832)
H (-1.3961, 0.3502, -1.4917)
H (1.3923, -2.9593, -1.2567)
H (-1.5293, -2.7260, -2.4238)
H (-0.7744, -1.3419, -3.3989)
H (0.1216, -2.9608, -3.0659)
H (-1.2371, 3.7270, 0.5757)
H (-1.5481, 2.5602, -0.7411)
H (-2.3755, 2.2792, 0.8113)
H (2.2641, 0.8154, 1.6810)
H (1.3807, -0.2584, 2.7966)
H (-0.6756, 0.9864, 2.7575)
H (0.3857, 2.3816, 2.6136)



Which of them is the least stable? Correct choice: (1).



(1)
Computed, not measured: a cluster of 2 separate species, C12H12 in total, with ωB97M-V with the def2-TZVPD basis set.

Computed properties:
* LUMO energy: 0.033 hartree
* gap between HOMO and LUMO: 10.10 eV
* SMILES: c1ccccc1.c1ccccc1
* 2S+1: 1
* HOMO: -9.212 eV

Geometry (Å):
C (4.9176, -0.5397, -3.9754)
C (3.6823, -0.4538, -4.7039)
C (4.8321, -0.2404, -2.5975)
C (2.4643, -0.4117, -4.0157)
C (3.5883, -0.1698, -1.9426)
C (2.3604, -0.3025, -2.6363)
H (5.8799, -0.6563, -4.4912)
H (3.6829, -0.4505, -5.8019)
H (5.7423, -0.1376, -1.9920)
H (1.5398, -0.4025, -4.6078)
H (3.5435, 0.0609, -0.8701)
H (1.3923, -0.1985, -2.1289)
C (-3.2009, -2.8109, 0.9327)
C (-2.2623, -3.2319, -0.0358)
C (-2.8755, -2.8181, 2.2751)
C (-0.9260, -3.5186, 0.3053)
C (-1.4851, -3.0328, 2.6211)
C (-0.5710, -3.4591, 1.6444)
H (-4.2362, -2.7079, 0.5820)
H (-2.5615, -3.2913, -1.0906)
H (-3.6327, -2.5678, 3.0299)
H (-0.2097, -3.8288, -0.4668)
H (-1.2765, -2.9650, 3.6970)
H (0.4644, -3.7028, 1.9165)



(2)
Computed, not measured: an isolated molecule of C12H12, with ωB97M-V with the def2-TZVPD basis set.

Computed properties:
* LUMO energy: 0.017 hartree
* gap between HOMO and LUMO: 8.64 eV
* SMILES: Cc1cccc2c(C)cccc12
* 2S+1: 1
* HOMO: -8.192 eV

Geometry (Å):
C (-2.8467, 1.3546, 0.1656)
C (-1.8022, 0.2103, -0.0504)
C (-2.3751, -0.9810, -0.1800)
C (-1.4343, -2.1217, 0.0113)
C (-0.0140, -1.9004, 0.1139)
C (0.4587, -0.5710, 0.0618)
C (1.8354, -0.1967, -0.0570)
C (2.7353, -1.5172, 0.0219)
C (2.3136, 1.0688, -0.0143)
C (1.4827, 2.2390, -0.0049)
C (0.1214, 1.9433, -0.1065)
C (-0.4178, 0.5247, -0.0988)
H (-2.4672, 2.3362, -0.5199)
H (-2.7291, 1.6604, 1.2614)
H (-3.9321, 1.0590, -0.0984)
H (-3.5321, -1.2381, -0.1836)
H (-1.8449, -3.0427, -0.1299)
H (0.5686, -2.6938, 0.2723)
H (3.8750, -1.1875, -0.3939)
H (2.3726, -2.3669, -0.6949)
H (2.6746, -1.9844, 1.0765)
H (3.3900, 1.1164, 0.1504)
H (1.9399, 3.2720, 0.2187)
H (-0.6570, 2.7531, -0.1340)



Which of them is the least stable? Correct choice: (2).